C2H7N3O2 in the gas phase in a non-equilibrium geometry. Source: OMol25; level of theory: ωB97M-V/def2-TZVPD.

Last column: Löwdin charge in e.
Geometry (Å):
H1 1.690 -0.623 -0.621  0.100
O1 -0.118 1.127 -2.587  -0.042
C1 1.888 0.431 -0.376  -0.090
N1 -0.608 0.461 -0.587  -0.163
H2 2.470 0.942 -1.075  0.063
H3 -0.879 -1.930 0.711  0.078
N2 -1.471 -0.041 0.291  -0.056
H4 -0.160 -0.757 1.821  0.098
N3 -0.860 0.495 -1.848  -0.049
H5 -1.994 0.693 0.662  0.113
C2 -1.098 -1.006 1.242  -0.103
H6 2.386 0.446 0.541  0.060
O2 0.677 1.128 -0.071  -0.110
H7 -1.924 -1.367 1.898  0.100

E_LUMO	0.758	eV
largest force on an atom	3.95	eV Å⁻¹
SMILES string	CNN(N=O)OC
gap between HOMO and LUMO	9.984	eV
energy relative to the best compared isomer or geometry (same formula, charge and spin)	164.4	kcal per mole
E_HOMO	-9.23	eV